Entry 1:
ORCA calculation (the ωB97M-V functional and the def2-TZVPD basis) on a structure of composition C8H16NO.

The geometry in XYZ format:
```
26
Properties=species:S:1:pos:R:3:forces:R:3
C -1.013 0.617 -1.905 -3.622 1.245 -1.353
C -0.675 -0.004 -0.815 2.618 -1.310 1.519
C -2.078 0.742 1.034 0.398 -0.040 -0.422
C -2.436 -1.540 -0.065 0.936 0.118 -0.164
C 1.806 1.519 -0.319 1.582 -1.122 -0.711
C 2.964 -0.488 0.872 0.762 -1.954 -5.493
C -1.468 -0.483 0.356 1.846 -0.190 0.754
C 1.738 0.151 0.374 -1.557 1.496 0.465
N 1.095 -0.726 -0.651 -1.324 1.631 -0.975
O 0.939 -1.917 -0.223 -0.382 -1.500 0.704
H -0.335 1.017 -2.638 0.431 -0.192 -0.196
H -2.191 0.906 -2.200 2.752 -0.752 0.883
H -2.858 0.385 1.788 0.653 1.085 -1.090
H -1.226 1.259 1.526 -0.735 -0.096 0.093
H -2.323 1.390 0.128 -0.832 -0.443 1.745
H -3.089 -0.994 -0.715 -1.439 -0.385 -0.209
H -2.789 -2.081 0.816 -0.701 0.077 -0.356
H -1.818 -2.177 -0.684 -0.229 -0.667 -0.099
H 2.469 2.274 0.086 0.013 0.127 0.712
H 2.268 1.295 -1.324 -0.861 0.321 0.651
H 0.794 1.852 -0.388 -0.412 0.645 -0.416
H 2.711 -1.525 0.877 -0.272 -0.961 1.114
H 3.419 -0.105 1.671 1.505 1.487 3.408
H 3.719 -0.558 0.026 -0.332 0.589 0.640
H -0.752 -1.026 1.062 -0.378 0.710 -0.758
H 1.131 0.218 1.309 -0.421 0.082 -0.445
```
Positions in Å, forces in eV/Å.

Results
LUMO level (alpha / beta), eV: 3.9 / 3.9
Total charge: -1
HOMO-LUMO gap (alpha / beta), hartree: 0.2126 / 0.2126
Energy above the lowest of the compared OMol25 structures with the same formula, charge and spin, kcal per mole: 27.4
E, a.u.: -444.2385

Entry 2:
ORCA calculation (the ωB97M-V functional and the def2-TZVPD basis) on a cluster of 7 separate species, C18H21Cl24IN4O in total.

The geometry in XYZ format:
```
69
Properties=species:S:1:pos:R:3:forces:R:3
C 5.795 -0.110 -0.108 -0.119 0.095 0.352
C 4.795 0.986 0.270 -0.256 -0.054 -0.156
C 4.534 1.998 -0.858 -0.180 0.122 0.266
I 6.149 3.404 -1.010 0.009 -0.059 -0.097
C 3.222 2.721 -0.651 -0.297 -0.009 0.026
N 2.183 2.286 -1.375 0.475 0.117 0.290
N 1.003 2.807 -1.136 -0.146 0.390 0.312
C 0.904 3.751 -0.189 0.176 -0.119 -0.050
C -0.464 4.315 0.123 0.303 -0.248 -0.068
C -0.906 4.095 1.594 0.072 -0.048 -0.091
C -2.200 3.279 1.761 0.004 -0.060 0.095
C -1.957 1.773 1.946 0.015 0.011 -0.007
C -1.689 0.953 0.669 -0.111 -0.044 -0.117
C -0.572 -0.056 0.918 0.109 0.062 0.221
O -0.461 -1.092 -0.026 -0.037 -0.002 0.032
C -0.191 -0.668 -1.353 0.054 0.057 -0.047
N 1.963 4.206 0.516 -0.505 -0.129 -0.154
N 3.129 3.681 0.288 0.159 -0.384 -0.318
H 6.821 0.260 -0.055 -0.056 -0.043 -0.171
H 5.699 -0.934 0.607 0.108 0.122 -0.200
H 5.592 -0.505 -1.107 0.061 0.057 0.056
H 3.825 0.524 0.508 0.133 0.010 -0.074
H 5.112 1.519 1.170 -0.044 -0.048 -0.040
H 4.500 1.487 -1.819 -0.094 0.087 0.058
H -0.456 5.386 -0.096 0.064 -0.101 -0.059
H -1.166 3.839 -0.568 0.094 0.119 0.065
H -1.008 5.072 2.075 -0.046 -0.134 -0.063
H -0.107 3.579 2.138 -0.022 0.135 -0.010
H -2.723 3.635 2.656 0.052 0.020 -0.170
H -2.866 3.455 0.905 0.025 -0.008 0.185
H -1.098 1.661 2.624 -0.133 0.011 -0.045
H -2.812 1.335 2.474 0.125 0.024 -0.086
H -2.586 0.390 0.386 0.086 0.179 0.007
H -1.452 1.593 -0.189 0.074 -0.049 0.172
H 0.394 0.477 1.019 -0.125 -0.019 -0.014
H -0.765 -0.560 1.873 0.066 0.045 -0.072
H -1.073 -0.836 -1.974 0.065 0.113 0.014
H 0.095 0.388 -1.399 -0.038 -0.096 -0.005
H 0.634 -1.262 -1.753 -0.038 -0.037 0.034
Cl 4.286 -4.090 2.045 0.001 -0.027 -0.011
C 3.776 -2.708 3.018 -0.010 0.021 -0.030
Cl 3.218 -3.258 4.597 0.032 0.028 -0.052
Cl 5.143 -1.606 3.232 -0.011 0.009 0.097
Cl 2.465 -1.865 2.185 -0.043 0.043 -0.026
Cl -0.107 -4.286 -2.742 0.108 -0.018 -0.086
C -0.286 -4.758 -1.050 -0.071 0.021 -0.005
Cl 1.037 -4.082 -0.101 0.015 -0.045 -0.009
Cl -1.824 -4.136 -0.448 0.025 -0.072 0.051
Cl -0.270 -6.522 -0.926 0.014 0.003 0.005
Cl -3.958 -1.857 0.648 -0.014 0.008 0.015
C -5.566 -2.589 0.645 0.013 -0.002 -0.015
Cl -5.783 -3.539 2.116 -0.005 -0.009 0.012
Cl -6.791 -1.320 0.572 -0.011 0.009 -0.001
Cl -5.718 -3.639 -0.766 -0.006 -0.016 -0.014
Cl -1.181 -0.848 -4.805 0.042 0.107 -0.155
C -2.841 -1.450 -4.751 0.119 -0.107 0.095
Cl -3.075 -2.282 -3.214 -0.216 -0.038 0.026
Cl -3.975 -0.108 -4.887 0.010 -0.009 -0.028
Cl -3.085 -2.594 -6.080 -0.014 0.021 0.042
Cl -5.185 -0.981 -8.284 -0.020 -0.002 -0.047
C -6.682 -0.094 -8.567 0.002 0.019 0.011
Cl -7.006 -0.002 -10.301 0.003 -0.003 -0.008
Cl -8.018 -0.922 -7.761 -0.014 -0.009 0.005
Cl -6.524 1.540 -7.911 -0.001 0.015 0.006
Cl 5.378 -2.400 8.438 0.017 0.001 -0.001
C 3.632 -2.166 8.539 0.016 0.016 -0.056
Cl 3.174 -0.737 7.609 -0.004 0.015 -0.005
Cl 2.813 -3.584 7.872 -0.057 -0.064 0.102
Cl 3.157 -1.954 10.225 -0.001 0.002 0.012
```
Positions in Å, forces in eV/Å.

Results
LUMO level, eV: -0.8
SMILES: CC[C@H](I)c1nnc(CCCCCCOC)nn1.ClC(Cl)(Cl)Cl.ClC(Cl)(Cl)Cl.ClC(Cl)(Cl)Cl.ClC(Cl)(Cl)Cl.ClC(Cl)(Cl)Cl.ClC(Cl)(Cl)Cl
HOMO-LUMO gap, hartree: 0.3124
E, a.u.: -12334.8846

Entry 3:
ORCA calculation (the ωB97M-V functional and the def2-TZVPD basis) on a structure of composition C8H9F5IrNO5.

The geometry in XYZ format:
```
29
Properties=species:S:1:pos:R:3:forces:R:3
Ir -0.001 -0.767 -0.346 0.481 -0.170 -0.652
O 1.089 0.865 -1.175 0.262 0.145 0.033
C 0.714 2.090 -0.500 -0.023 0.103 0.069
C -0.788 2.038 -0.281 -0.017 -0.142 -0.002
N -1.163 0.801 0.444 -0.315 0.237 0.173
C -0.763 0.807 1.869 0.094 -0.062 -0.053
C 0.733 0.495 2.035 0.051 0.013 -0.097
O 1.379 0.975 2.929 -0.050 -0.082 -0.010
O 1.235 -0.326 1.122 -0.158 0.244 0.279
C -2.563 0.366 0.256 0.109 -0.076 0.031
C -2.685 -1.172 0.171 0.056 -0.194 -0.113
O -3.729 -1.705 0.401 -0.004 0.041 -0.006
O -1.593 -1.848 -0.254 -0.434 -0.018 0.404
H 2.051 0.738 -1.153 -0.040 -0.018 -0.026
H 0.973 2.938 -1.134 -0.039 -0.048 -0.069
H 1.264 2.188 0.434 0.021 -0.029 0.046
H -1.280 2.005 -1.253 -0.018 0.014 0.014
H -1.126 2.933 0.250 0.047 0.012 0.031
H -1.304 0.001 2.369 -0.026 0.024 0.008
H -1.006 1.749 2.363 0.042 0.019 -0.013
H -2.931 0.757 -0.693 0.002 -0.027 -0.006
H -3.218 0.726 1.048 0.004 0.003 0.013
F 0.591 -2.840 -2.184 -0.030 0.067 -0.053
C 1.115 -2.348 -1.009 0.201 0.013 -0.093
F 1.134 -3.403 -0.136 -0.102 0.015 0.026
C 2.614 -2.095 -1.314 -0.008 -0.036 -0.025
F 3.171 -3.083 -2.011 -0.021 -0.016 0.076
F 2.778 -0.960 -2.055 -0.077 -0.049 0.012
F 3.309 -1.923 -0.191 -0.005 0.017 0.004
```
Positions in Å, forces in eV/Å.

Results
LUMO level, eV: -1.0
HOMO-LUMO gap, hartree: 0.3135
Energy above the lowest of the compared OMol25 structures with the same formula, charge and spin, kcal per mole: 0.0
E, a.u.: -1344.8638

Entry 4:
ORCA calculation (the ωB97M-V functional and the def2-TZVPD basis) on a cluster of 2 separate species, C6H8S in total.

The geometry in XYZ format:
```
15
Properties=species:S:1:pos:R:3:forces:R:3
C -0.341 -0.122 -0.849 0.192 0.542 1.862
C 0.138 0.414 0.263 0.241 0.876 2.021
C 0.318 1.046 1.568 -1.031 0.287 0.607
C -0.795 0.325 1.434 1.974 1.248 -0.289
C -2.020 -0.308 1.001 -3.893 -0.292 -2.020
C -1.739 -0.617 -0.532 -0.295 1.250 -1.966
H 0.149 -0.126 -1.781 0.189 -0.111 -1.033
H 0.732 1.873 2.241 -0.161 -1.503 -1.264
H -2.599 -1.114 1.540 1.573 0.475 -0.128
H -2.940 0.391 0.862 1.825 -0.283 0.926
H -1.765 -1.602 -0.918 -0.819 -1.496 0.188
H -2.394 0.015 -1.227 0.218 -0.997 1.092
S 4.443 -0.015 -0.609 -0.088 0.217 -0.808
H 4.624 -1.117 -1.414 -0.205 1.032 0.199
H 4.189 0.955 -1.579 0.282 -1.246 0.615
```
Positions in Å, forces in eV/Å.

Results
LUMO level, eV: 0.9
SMILES: C1=C2C=C2CC1.S
HOMO-LUMO gap, hartree: 0.3116
Energy above the lowest of the compared OMol25 structures with the same formula, charge and spin, kcal per mole: 123.4
E, a.u.: -631.3945

Which of these has the lowest E?
C18H21Cl24IN4O

The highest E belongs to which entry?
C8H16NO

What did the fourth record say?
ORCA calculation (the ωB97M-V functional and the def2-TZVPD basis) on a cluster of 2 separate species, C6H8S in total.

The geometry in XYZ format:
```
15
Properties=species:S:1:pos:R:3:forces:R:3
C -0.341 -0.122 -0.849 0.192 0.542 1.862
C 0.138 0.414 0.263 0.241 0.876 2.021
C 0.318 1.046 1.568 -1.031 0.287 0.607
C -0.795 0.325 1.434 1.974 1.248 -0.289
C -2.020 -0.308 1.001 -3.893 -0.292 -2.020
C -1.739 -0.617 -0.532 -0.295 1.250 -1.966
H 0.149 -0.126 -1.781 0.189 -0.111 -1.033
H 0.732 1.873 2.241 -0.161 -1.503 -1.264
H -2.599 -1.114 1.540 1.573 0.475 -0.128
H -2.940 0.391 0.862 1.825 -0.283 0.926
H -1.765 -1.602 -0.918 -0.819 -1.496 0.188
H -2.394 0.015 -1.227 0.218 -0.997 1.092
S 4.443 -0.015 -0.609 -0.088 0.217 -0.808
H 4.624 -1.117 -1.414 -0.205 1.032 0.199
H 4.189 0.955 -1.579 0.282 -1.246 0.615
```
Positions in Å, forces in eV/Å.

Results
LUMO level, eV: 0.9
SMILES: C1=C2C=C2CC1.S
HOMO-LUMO gap, hartree: 0.3116
Energy above the lowest of the compared OMol25 structures with the same formula, charge and spin, kcal per mole: 123.4
E, a.u.: -631.3945